DFT (ωB97M-V/def2-TZVPD) results for C34H26Cl5FIrN6O6 as an isolated structure at a distorted geometry.

Values from the calculation:
LUMO (alpha / beta): -7.343 / -7.089 eV
frontier orbital gap (alpha / beta): 3.99 / 4.16 eV
HOMO (alpha / beta): -11.34 / -11.25 eV

Geometry as ORCA input:
```
! RIJCOSX wB97M-V def2-TZVPD def2/J DEFGRID3
* xyz 2 2
Ir -2.855 0.136 0.757
O -6.150 0.395 3.481
C -5.065 0.445 2.958
N -4.495 -0.482 2.143
C -5.242 -1.551 1.754
O -6.396 -1.776 2.012
C -4.423 -2.522 0.933
C -4.989 -3.737 0.572
C -4.227 -4.622 -0.172
C -2.921 -4.277 -0.489
C -2.437 -3.045 -0.076
N -3.181 -2.189 0.606
C -4.130 1.607 3.201
C -4.524 2.615 4.070
C -3.644 3.655 4.315
C -2.402 3.639 3.697
C -2.099 2.598 2.830
N -2.954 1.614 2.584
H -6.006 -3.943 0.870
H -4.645 -5.562 -0.501
H -2.292 -4.941 -1.060
H -1.425 -2.742 -0.307
H -5.496 2.545 4.534
H -3.922 4.459 4.980
H -1.677 4.418 3.881
H -1.149 2.554 2.315
C 3.182 -2.726 -3.534
C 2.884 -1.230 -3.594
N 2.060 -0.829 -2.463
C 0.730 -0.839 -2.632
C -0.194 -0.555 -1.669
C -1.656 -0.580 -2.150
O -1.859 -1.134 -3.217
O -2.511 0.005 -1.436
C 0.218 -0.218 -0.343
O -0.516 0.059 0.630
C 1.673 -0.216 -0.174
C 2.207 0.131 1.069
C 3.557 0.175 1.279
F 3.987 0.561 2.499
C 4.480 -0.148 0.265
C 3.945 -0.508 -0.967
C 2.568 -0.524 -1.223
N 5.861 -0.163 0.453
C 6.441 -0.030 1.783
C 7.950 -0.303 1.703
N 8.204 -1.251 0.591
C 7.942 -0.595 -0.722
C 6.747 0.363 -0.564
H 3.831 -3.013 -4.355
H 2.262 -3.298 -3.622
H 3.657 -2.991 -2.591
H 2.330 -1.005 -4.507
H 3.799 -0.637 -3.618
H 0.357 -1.093 -3.617
H 1.536 0.390 1.871
H 4.622 -0.788 -1.756
H 5.964 -0.758 2.443
H 6.294 0.966 2.220
H 8.304 -0.721 2.646
H 8.511 0.610 1.502
H 7.566 -2.048 0.704
H 9.165 -1.608 0.624
H 7.741 -1.370 -1.464
H 8.826 -0.035 -1.030
H 6.227 0.467 -1.513
H 7.100 1.363 -0.276
Cl -6.390 5.617 -3.101
C -5.956 4.206 -2.275
C -4.659 4.082 -1.724
Cl -3.535 5.350 -1.942
C -4.314 2.950 -1.021
Cl -2.770 2.789 -0.322
C -5.220 1.843 -0.846
O -4.938 0.822 -0.196
C -6.525 1.998 -1.465
Cl -7.602 0.697 -1.321
C -6.883 3.159 -2.133
Cl -8.456 3.322 -2.786
*
```

***

DFT (ωB97M-V/def2-TZVPD) results for C34H26F4FeN8O6S as an isolated structure.

Values from the calculation:
LUMO (alpha / beta): 0.888 / 0.877 eV
frontier orbital gap (alpha / beta): 5.14 / 5.13 eV
HOMO (alpha / beta): -4.25 / -4.25 eV

Geometry as ORCA input:
```
! RIJCOSX wB97M-V def2-TZVPD def2/J DEFGRID3
* xyz -1 2
Fe -0.619 0.173 0.192
C -3.337 3.411 0.407
C -4.012 3.299 -0.804
C -3.667 2.295 -1.688
C -2.651 1.399 -1.348
C -1.981 1.495 -0.129
C -2.330 2.518 0.745
C -2.165 0.346 -2.238
C -2.782 0.055 -3.483
C -2.284 -0.930 -4.267
C -1.120 -1.623 -3.860
C -0.519 -2.614 -4.667
C 0.645 -3.213 -4.280
C 1.253 -2.829 -3.069
C 0.677 -1.888 -2.260
C -0.539 -1.272 -2.622
N -1.107 -0.322 -1.804
H -3.589 4.213 1.090
H -4.790 4.007 -1.063
H -4.175 2.230 -2.642
H -1.797 2.624 1.679
H -3.651 0.619 -3.786
H -2.745 -1.178 -5.216
H -0.991 -2.871 -5.608
H 1.114 -3.959 -4.908
H 2.196 -3.272 -2.776
H 1.155 -1.584 -1.347
O 2.772 2.573 -0.901
S 1.562 2.488 -0.133
O 0.840 3.679 0.159
O 2.006 1.867 1.319
O 0.690 1.390 -0.637
F 3.232 1.180 2.972
C 3.334 1.865 1.753
C 3.878 3.218 2.004
F 3.000 4.003 2.647
C 5.135 3.641 1.733
C 5.940 2.650 1.016
C 5.535 1.413 0.653
F 6.388 0.619 -0.016
C 4.229 0.946 0.911
C 3.755 -0.278 0.544
C 2.373 -0.608 0.662
N 1.275 -0.944 0.664
C 4.514 -1.300 -0.115
N 5.064 -2.188 -0.595
F 7.176 2.972 0.702
C 5.710 4.894 2.117
C 6.891 5.428 1.550
N 7.849 5.908 1.114
C 5.106 5.710 3.106
N 4.663 6.405 3.916
C 0.055 1.060 4.222
C -0.201 0.144 3.043
O -0.173 -1.070 3.178
O -0.479 0.795 1.950
H 0.895 0.673 4.796
H -0.825 1.053 4.868
H 0.261 2.077 3.897
C -1.861 -4.372 -0.859
N -1.603 -3.360 0.142
C -0.444 -3.586 0.988
C -2.442 -2.316 0.355
N -2.024 -1.138 0.693
N -3.789 -2.573 0.154
C -4.383 -3.704 0.851
C -4.689 -1.443 0.015
H -0.962 -4.503 -1.468
H -2.679 -4.064 -1.506
H -2.107 -5.339 -0.407
H -0.544 -4.569 1.460
H -0.388 -2.818 1.754
H 0.476 -3.583 0.403
H -2.772 -0.568 1.068
H -3.657 -4.501 0.976
H -5.229 -4.088 0.278
H -4.741 -3.408 1.844
H -4.239 -0.678 -0.616
H -4.952 -0.990 0.980
H -5.610 -1.788 -0.455
*
```

***

The calculation returns the following energy above the lowest of the compared OMol25 structures with the same formula, charge and spin values, one per record and in order: 5.683 1.508 eV.